{"formula": "C22H36BF4N5O4", "method": "the ωB97M-V functional and the def2-TZVPD basis", "elements": ["C", "C", "C", "C", "C", "C", "C", "O", "C", "O", "C", "F", "F", "C", "F", "F", "B", "O", "O", "C", "C", "H", "H", "H", "H", "H", "H", "H", "H", "H", "H", "H", "H", "H", "H", "H", "H", "H", "H", "H", "H", "H", "C", "C", "N", "H", "H", "H", "C", "C", "N", "H", "H", "H", "C", "C", "N", "H", "H", "H", "C", "C", "N", "H", "H", "H", "C", "C", "N", "H", "H", "H"], "coordinates": [[0.35946, 2.69815, 0.85301], [-1.02276, 2.21012, 0.35661], [-1.21072, 0.65042, 0.31369], [0.07699, -0.17231, -0.02431], [0.48087, -0.20162, -1.54228], [1.80632, 0.56382, -1.79790], [3.05370, -0.17507, -1.19388], [3.31452, 0.43799, 0.10169], [4.05480, -0.32065, 0.93588], [4.90741, 0.16717, 1.54487], [3.78205, -1.83997, 1.17524], [4.19291, -2.58753, 0.14442], [4.53334, -2.21537, 2.19943], [2.32060, -2.18547, 1.56534], [1.79436, -1.23532, 2.33298], [2.38203, -3.28676, 2.35165], [4.25895, 0.07837, -2.24003], [4.45356, 1.35674, -2.77468], [5.14014, -0.91170, -2.63663], [4.80166, -1.47141, -3.91796], [4.66114, -3.00549, -3.75089], [0.97535, 3.04943, 0.01584], [0.89020, 1.98421, 1.49033], [0.20121, 3.59367, 1.47379], [-1.77714, 2.58771, 1.06419], [-1.30038, 2.65352, -0.61734], [-1.96311, 0.37579, -0.43688], [-1.54270, 0.31732, 1.30838], [-0.17444, -1.22315, 0.20935], [0.91929, 0.08730, 0.62014], [0.68293, -1.24868, -1.83431], [-0.32751, 0.13408, -2.19816], [1.91458, 0.70583, -2.88265], [1.74738, 1.53836, -1.30107], [2.76276, -1.23487, -1.13702], [1.68133, -2.45296, 0.71910], [3.79401, 1.55185, -3.45033], [3.84720, -1.06862, -4.29915], [5.62118, -1.25099, -4.61066], [3.93591, -3.42659, -4.45887], [5.64387, -3.45216, -3.94408], [4.34378, -3.27258, -2.73757], [-3.22236, 3.90739, -3.40466], [-2.01184, 3.11366, -3.16572], [-1.07648, 2.49621, -2.97023], [-3.59024, 3.72367, -4.41254], [-3.98903, 3.63074, -2.69091], [-2.99993, 4.96738, -3.29475], [0.63991, -1.95843, 5.55499], [-0.60646, -1.20996, 5.35956], [-1.56753, -0.62551, 5.19317], [1.12274, -2.11700, 4.59251], [1.31231, -1.40091, 6.20408], [0.42492, -2.92401, 6.00915], [-5.37425, 0.56942, -3.32435], [-5.81983, 1.92548, -2.97941], [-6.15792, 2.97832, -2.71198], [-5.30118, -0.03572, -2.42244], [-6.08685, 0.10980, -4.00655], [-4.39715, 0.61232, -3.80373], [-4.24642, 1.49191, 5.16103], [-4.28357, 2.41219, 4.01746], [-4.31258, 3.12489, 3.13137], [-4.98487, 0.70383, 5.02477], [-3.25821, 1.04238, 5.24208], [-4.46927, 2.03343, 6.07894], [-2.60407, -2.92668, 2.25883], [-2.67119, -2.68423, 0.81235], [-2.72523, -2.50239, -0.30964], [-1.61208, -2.67302, 2.62987], [-3.34191, -2.31177, 2.77092], [-2.80644, -3.97601, 2.46655]], "smiles": "CCCCCC[C@H](OC(=O)C(F)(F)C(F)F)B(O)OCC.CC#N.CC#N.CC#N.CC#N.CC#N", "total_energy_ev": -50583.8982, "multiplicity": 1}

{"formula": "C46H39BClGaNO12P2S", "method": "the ωB97M-V functional and the def2-TZVPD basis", "elements": ["C", "O", "B", "O", "Ga", "C", "C", "C", "Cl", "P", "N", "O", "O", "P", "O", "O", "S", "H", "H", "H", "H", "H", "H", "H", "H", "H", "H", "H", "H", "H", "H", "H", "C", "C", "C", "C", "C", "C", "C", "O", "C", "C", "C", "C", "C", "C", "C", "O", "H", "H", "H", "H", "H", "H", "H", "H", "C", "C", "C", "C", "C", "C", "C", "O", "C", "C", "C", "C", "C", "C", "C", "O", "H", "H", "H", "H", "H", "H", "H", "H", "C", "C", "C", "C", "C", "C", "C", "O", "C", "C", "C", "C", "C", "C", "C", "O", "H", "H", "H", "H", "H", "H", "H", "H"], "coordinates": [[0.63467, -1.72742, 1.90227], [0.39827, -0.34524, 2.12113], [1.48615, 0.44021, 1.76215], [1.97389, 1.26950, 2.75987], [2.36693, 0.38020, -0.16573], [3.62894, -1.18216, -0.47123], [4.89378, -1.27279, 0.37332], [6.14832, -1.17915, -0.45267], [4.95513, -0.12961, 1.75612], [0.54844, 0.01929, -1.69413], [-0.10566, 1.31802, -2.29242], [0.99161, -1.07340, -2.83334], [-0.64867, -0.82419, -0.97656], [3.24896, 2.47739, -0.84743], [2.58858, 3.64215, 0.06353], [2.75887, 2.89587, -2.35019], [5.19339, 2.63476, -0.77924], [-0.18550, -2.27354, 2.33499], [0.65558, -1.96861, 0.84472], [1.57314, -2.06303, 2.33085], [2.43917, 0.70364, 3.39881], [3.92893, -1.11218, -1.50529], [3.05363, -2.09317, -0.39277], [4.91019, -2.25071, 0.82397], [7.01324, -1.44753, 0.13273], [6.03740, -1.89832, -1.24789], [6.24981, -0.18466, -0.86112], [0.38243, 2.13516, -1.94677], [0.26375, -1.71352, -2.92559], [-1.28700, -0.14133, -0.70025], [2.64586, 4.48731, -0.41134], [2.42319, 2.11211, -2.81451], [13.81022, -0.41780, 1.27573], [14.02887, 0.16997, 2.51732], [13.17347, 1.15356, 2.97966], [12.09986, 1.56219, 2.19938], [11.89234, 0.98650, 0.94592], [12.74571, -0.01030, 0.49223], [10.77008, 1.43865, 0.07017], [10.59755, 0.92940, -1.01700], [9.88943, 2.52906, 0.56684], [8.86985, 3.00180, -0.24802], [8.03318, 4.00751, 0.20327], [8.20650, 4.53774, 1.47650], [9.22304, 4.07564, 2.29354], [10.07409, 3.07626, 1.84222], [11.17732, 2.61292, 2.72183], [11.33776, 3.07240, 3.83499], [14.47543, -1.19303, 0.91893], [14.86791, -0.14298, 3.12470], [13.33381, 1.61066, 3.94568], [12.57185, -0.45959, -0.47514], [8.73074, 2.58060, -1.23337], [7.24044, 4.37180, -0.43172], [7.54262, 5.31455, 1.83080], [9.36137, 4.48742, 3.28302], [-3.60126, 3.56340, -3.58822], [-4.68114, 4.41549, -3.79494], [-5.77429, 4.37348, -2.94704], [-5.79708, 3.47117, -1.89204], [-4.71916, 2.60082, -1.69775], [-3.61987, 2.65691, -2.54360], [-4.73676, 1.59461, -0.59891], [-3.80707, 0.83954, -0.42026], [-5.94364, 1.53391, 0.27772], [-6.00760, 0.56964, 1.27463], [-7.11444, 0.50424, 2.10214], [-8.16038, 1.40776, 1.94278], [-8.10352, 2.36900, 0.94924], [-7.00035, 2.43105, 0.10754], [-6.97165, 3.45132, -0.97930], [-7.88785, 4.23768, -1.11565], [-2.74251, 3.60247, -4.24446], [-4.66725, 5.11638, -4.61920], [-6.61298, 5.03774, -3.09961], [-2.77614, 1.99258, -2.38597], [-5.19260, -0.13028, 1.39322], [-7.16831, -0.25626, 2.86918], [-9.02401, 1.35536, 2.59248], [-8.91467, 3.07098, 0.81752], [-8.25057, -7.13654, 2.32264], [-8.52772, -7.92991, 1.21431], [-8.68029, -7.35239, -0.03330], [-8.56605, -5.97645, -0.17835], [-8.30739, -5.17857, 0.93806], [-8.14145, -5.76462, 2.18547], [-8.22302, -3.69622, 0.81311], [-7.99497, -2.99585, 1.77601], [-8.43236, -3.08924, -0.53014], [-8.40210, -1.70625, -0.65832], [-8.57813, -1.12536, -1.90101], [-8.77889, -1.92311, -3.02280], [-8.81486, -3.30093, -2.90038], [-8.64876, -3.88973, -1.65413], [-8.71568, -5.37275, -1.53416], [-8.89001, -6.07292, -2.50924], [-8.12313, -7.59154, 3.29568], [-8.62222, -9.00169, 1.32599], [-8.88971, -7.96416, -0.89905], [-7.93000, -5.14231, 3.04322], [-8.23970, -1.08958, 0.21480], [-8.55600, -0.04791, -1.99828], [-8.90883, -1.46632, -3.99457], [-8.97247, -3.92460, -3.76856]], "total_charge": -1, "total_energy_ev": -169392.2699, "multiplicity": 1}